No. 1
{"formula": "C24H38AsBrN3O2PtSSi3", "method": "ωB97M-V/def2-TZVPD", "elements": ["Pt", "N", "C", "N", "C", "C", "C", "C", "C", "C", "S", "H", "H", "H", "H", "H", "H", "N", "C", "H", "Br", "C", "C", "C", "C", "C", "C", "C", "O", "O", "H", "H", "H", "H", "C", "Si", "C", "C", "As", "Si", "C", "C", "C", "Si", "C", "C", "C", "H", "H", "H", "H", "H", "H", "H", "H", "H", "H", "H", "H", "H", "H", "H", "H", "H", "H", "H", "H", "H", "H", "H", "H", "H", "H", "H"], "xyz": [[0.88441, -0.81498, 0.71403], [-0.72347, -3.09065, 2.19659], [-0.04050, -2.30735, 3.03342], [0.76060, -1.30261, 2.62515], [1.41967, -0.68869, 3.72109], [2.35434, 0.33698, 3.67435], [2.87923, 0.80371, 4.86917], [2.47913, 0.27062, 6.09303], [1.54512, -0.75063, 6.14687], [1.03128, -1.21591, 4.94717], [-0.12309, -2.51208, 4.72965], [-0.46043, -3.14615, 1.21816], [-1.21637, -3.88625, 2.57497], [2.67886, 0.76538, 2.73653], [3.61328, 1.59762, 4.85017], [2.90482, 0.65202, 7.01059], [1.23613, -1.17442, 7.09291], [3.97670, -1.61879, 0.63958], [2.96469, -1.09469, 0.75944], [4.91375, -1.98334, 0.54832], [1.81745, -4.47813, -7.00067], [1.46978, -3.73527, -5.32979], [0.59913, -4.38636, -4.45531], [0.34423, -3.83638, -3.21750], [0.94559, -2.62484, -2.85239], [1.82626, -1.98374, -3.73428], [2.09027, -2.53806, -4.96784], [0.65951, -2.06809, -1.55007], [0.09563, -2.67327, -0.61406], [1.02041, -0.80630, -1.30774], [0.13659, -5.31750, -4.75080], [-0.32350, -4.33661, -2.52859], [2.32058, -1.06672, -3.44101], [2.77669, -2.06108, -5.65316], [-3.33898, 2.53627, 1.11430], [-2.58549, 0.92755, 1.59249], [-1.68920, 0.97430, 3.20750], [-3.51004, -0.61239, 1.18816], [-0.60200, 0.87987, -0.18775], [0.90928, 2.86428, -0.38154], [-0.13073, 4.11550, -1.25737], [2.37510, 2.26343, -1.33678], [1.22322, 3.25255, 1.40380], [-1.82529, 0.58815, -2.56446], [-0.46787, 0.94421, -3.74785], [-2.43808, -1.14993, -2.46274], [-3.08763, 1.91727, -2.38028], [-3.99162, 2.81141, 1.95349], [-3.95115, 2.48243, 0.21787], [-2.61323, 3.34465, 1.00906], [-2.29559, 0.44073, 3.94706], [-1.57231, 2.00356, 3.55111], [-0.70481, 0.51307, 3.18806], [-4.22255, -0.82620, 1.99130], [-2.84230, -1.46984, 1.10073], [-4.07966, -0.51236, 0.26323], [-0.41411, 3.80328, -2.26324], [0.47170, 5.02407, -1.36613], [-1.02675, 4.39526, -0.70209], [2.18273, 2.28732, -2.41024], [2.67004, 1.24911, -1.06654], [3.22131, 2.92666, -1.13821], [0.36119, 3.73418, 1.86955], [2.06376, 3.94889, 1.47885], [1.47298, 2.36421, 1.98304], [0.44783, 0.40752, -3.51085], [-0.25788, 2.01145, -3.82551], [-0.80802, 0.59932, -4.73158], [-1.95746, -1.73776, -1.68182], [-2.23980, -1.65297, -3.41355], [-3.51438, -1.16686, -2.28462], [-2.68731, 2.83586, -1.95077], [-3.94294, 1.58276, -1.79386], [-3.45873, 2.17171, -3.37978]], "mulliken_charge": [1.606, -0.186, 0.600, 0.514, -0.031, -0.437, -1.171, -0.615, -0.546, 1.110, -0.182, 0.107, 0.315, 0.362, 0.449, 0.433, 0.467, -0.092, -0.320, 0.296, -0.062, 0.029, -0.694, -0.401, 0.611, -0.130, -0.876, -0.099, -0.763, -0.879, 0.472, 0.447, 0.522, 0.471, -1.014, 0.143, -0.243, -0.861, -0.008, 0.084, -0.980, -0.765, -0.772, 0.347, -0.539, -0.932, -1.079, 0.454, 0.328, 0.292, 0.433, 0.453, -0.352, 0.469, 0.253, 0.304, 0.275, 0.437, 0.317, 0.333, 0.013, 0.529, 0.344, 0.449, 0.077, -0.122, 0.402, 0.479, 0.129, 0.441, 0.450, 0.332, 0.310, 0.460], "homo_ev": [-15.77, -15.76], "multiplicity": 1, "total_charge": 3, "gap_ev": [3.9687, 3.7606]}

=====

No. 2
{"formula": "C24H38BBrIN5O12Si", "method": "ωB97M-V/def2-TZVPD", "elements": ["C", "C", "O", "O", "C", "C", "N", "C", "C", "C", "Br", "C", "N", "C", "C", "C", "C", "C", "N", "N", "C", "C", "O", "I", "N", "C", "C", "O", "Si", "C", "C", "C", "H", "H", "H", "H", "H", "H", "H", "H", "H", "H", "H", "H", "H", "H", "H", "H", "H", "H", "H", "H", "H", "H", "H", "H", "H", "H", "H", "H", "H", "H", "H", "H", "H", "H", "H", "H", "H", "H", "B", "O", "C", "O", "C", "O", "O", "O", "C", "O", "C", "O", "O"], "xyz": [[3.78126, -2.02144, 3.53883], [2.37841, -1.67645, 3.92038], [1.57522, -2.51913, 4.26215], [2.09009, -0.34458, 3.88248], [1.11046, -0.02442, 2.89530], [1.64080, -0.28518, 1.47059], [1.18892, 0.71338, 0.53836], [1.99889, 1.89523, 0.10328], [3.42376, 1.93945, 0.55670], [4.32345, 0.84108, -0.01256], [3.66486, 2.16182, 2.48062], [-0.01906, 0.66648, -0.03275], [-0.47213, 1.58100, -0.85680], [-1.65815, 1.20200, -1.27810], [-2.44008, 1.96258, -2.24419], [-2.91205, 3.29882, -1.68170], [-3.83440, 3.11073, -0.48748], [-4.12463, 4.42310, 0.21722], [-4.75316, 4.16413, 1.51551], [-1.98260, 0.03541, -0.70682], [-3.20835, -0.70293, -0.98558], [-3.20672, -1.40761, -2.36965], [-4.17311, -2.07069, -2.68065], [-1.47897, -1.15710, -3.59101], [-0.96229, -0.30764, 0.12070], [-1.08387, -1.53023, 0.88356], [-0.91848, -2.79089, 0.01132], [-1.93695, -3.72699, 0.25217], [-1.86854, -4.59406, 1.69563], [-0.15498, -4.62632, 2.46202], [-2.98839, -3.69322, 2.92195], [-2.51248, -6.33632, 1.54706], [3.84634, -2.30252, 2.49474], [4.13130, -2.84529, 4.13834], [4.44628, -1.18628, 3.70517], [0.24633, -0.64166, 3.13619], [0.81103, 1.00233, 3.00412], [1.37767, -1.28162, 1.14321], [2.71110, -0.29708, 1.57376], [2.03813, 1.83856, -0.97450], [1.44764, 2.78597, 0.35505], [3.81340, 2.85508, 0.15240], [5.28505, 1.28164, -0.22148], [4.50135, 0.08662, 0.74301], [3.90359, 0.42770, -0.91828], [-1.82466, 2.14694, -3.11402], [-3.29856, 1.42845, -2.61587], [-3.40633, 3.88321, -2.44439], [-2.04110, 3.87139, -1.38006], [-3.37308, 2.44809, 0.23613], [-4.74934, 2.66215, -0.86524], [-3.17962, 4.93504, 0.33127], [-4.75229, 5.03066, -0.42931], [-5.73956, 4.37299, 1.48452], [-4.36477, 4.78415, 2.20981], [-4.03284, -0.01175, -0.98713], [-3.45242, -1.46830, -0.26325], [-2.09754, -1.58336, 1.25734], [-0.45628, -1.58480, 1.75292], [-1.03384, -2.45907, -1.01231], [0.08511, -3.20001, 0.07364], [0.20352, -3.64953, 2.75429], [-0.19460, -5.27362, 3.32839], [0.52589, -5.06584, 1.74247], [-3.44375, -4.39103, 3.60950], [-3.80578, -3.18394, 2.42013], [-2.45501, -2.93454, 3.48288], [-2.84886, -6.61645, 2.53750], [-3.36250, -6.42787, 0.88536], [-1.72452, -7.03055, 1.29111], [3.53253, 2.26698, -4.09168], [2.83557, 2.78890, -5.28526], [1.67124, 2.17322, -5.41292], [0.85434, 2.36079, -6.26348], [1.53691, 1.17623, -4.25863], [0.59208, 0.45532, -4.04302], [2.61457, 1.24318, -3.51237], [4.83538, 1.68348, -4.43377], [5.78704, 2.31899, -3.74935], [6.95527, 2.08728, -3.79433], [5.11104, 3.38899, -2.88443], [5.65241, 4.14038, -2.13007], [3.79837, 3.33032, -3.10659]], "mulliken_charge": [-1.105, 0.807, -0.574, -0.389, -0.797, -0.941, 0.254, -0.575, -0.483, -1.237, -0.082, 0.600, -0.261, -0.368, -0.669, -1.191, -0.123, -0.712, -0.576, 0.285, -0.845, 0.318, -0.579, 0.276, 0.494, -0.706, 0.056, -0.591, 0.669, -0.728, -1.139, -1.226, 0.237, 0.402, 0.365, 0.589, 0.529, 0.509, 0.279, 0.322, 0.424, 0.599, 0.418, 0.399, 0.215, 0.326, 0.488, 0.610, 0.459, 0.229, 0.153, 0.463, 0.296, 0.244, 0.218, 0.476, 0.355, 0.602, -0.049, -0.078, 0.290, -0.014, 0.413, 0.334, 0.423, 0.336, 0.290, 0.350, 0.324, 0.340, 1.302, -0.540, 0.449, -0.597, 0.551, -0.609, -0.554, -0.516, 0.529, -0.579, 0.665, -0.609, -0.523], "homo_ev": -9.52, "multiplicity": 1, "total_charge": 0, "gap_ev": 9.1283}

=====

Question: multiplicity of number 1 (C24H38AsBrN3O2PtSSi3)?
Answer: 1